Entry 1:
14
Properties=species:S:1:pos:R:3:forces:R:3 method="wB97M-V/def2-TZVPD" e_above_lowest_kj_mol=402.1 e_lumo_ev=-0.78 smiles="S=C1CN=CN(S)C1" total_energy_ev=-28892.0431 e_homo_ev=-8.9
S -2.6416 -1.0026 -0.3382 1.4 1.0 0.5
C -1.4182 -0.0603 0.2077 0.7 1.5 1.6
C -1.2751 1.4725 0.2078 -0.4 2.2 0.6
N 0.0651 2.0649 -0.0938 2.5 -3.1 -1.2
C 1.0742 1.2356 -0.3645 -1.3 2.6 -0.2
N 1.0772 -0.1474 -0.0075 0.1 1.8 -0.8
S 2.6885 -0.8318 -0.1993 -1.2 1.2 3.5
C -0.1222 -0.6045 0.9319 2.0 2.0 -1.2
H -1.8752 2.0427 -0.5322 -0.2 -1.0 0.3
H -1.5841 2.0297 1.1955 0.3 -1.7 -1.3
H 2.0215 1.7607 -1.0386 -2.6 -2.0 2.5
H 3.1483 -0.2605 1.1200 -0.3 -1.2 -2.4
H -0.1785 -1.5877 0.6154 0.2 -2.5 0.9
H 0.1701 -0.3172 2.0522 -1.2 -0.7 -2.5

Entry 2:
120
Properties=species:S:1:pos:R:3:forces:R:3 method="wB97M-V/def2-TZVPD" e_above_lowest_kj_mol=829.6 e_lumo_ev=-0.44 total_energy_ev=-83197.2175 e_homo_ev=-10.7
H 1.1460 2.0352 4.3537 0.5 -0.2 0.3
H 1.3254 2.8236 5.7810 -0.3 -0.4 -1.5
O 0.7678 2.6576 4.9839 0.1 1.1 1.4
H -1.1225 -4.5464 -1.3935 -0.8 -1.0 0.6
H -1.1543 -4.3019 0.1457 0.3 -0.3 0.6
O -1.7129 -4.4451 -0.6175 -0.6 -0.2 -0.7
H -1.1184 4.1023 1.0016 0.4 0.2 -0.3
H -1.5907 3.1774 -0.0642 0.0 -0.3 -0.5
O -0.9961 3.9307 0.0542 -0.9 -0.5 0.9
H 3.6994 -0.5838 -5.0434 -0.8 -0.3 0.0
H 4.3163 -1.3465 -3.9812 -1.1 -0.6 0.3
O 3.4360 -1.2923 -4.4203 2.1 1.2 -0.4
H 3.2019 -1.3224 -1.3301 0.0 0.3 0.1
H 4.5935 -1.8077 -0.8406 -0.7 0.2 -0.5
O 3.8144 -2.0553 -1.3727 0.4 -0.9 -0.1
H 5.2534 -1.3765 1.3797 0.1 -0.5 1.0
O 4.7726 -2.1576 1.7369 0.5 1.3 -1.1
H 2.6922 2.9985 -5.2988 2.2 0.0 -0.2
O 3.5072 3.3379 -4.8008 -3.1 -0.6 -0.8
H -4.2622 2.5974 -2.7807 -1.0 -0.3 -0.4
H -4.1657 0.9947 -3.2559 -0.7 0.8 0.1
O -3.7695 1.7905 -2.8660 1.6 -0.7 0.0
H 3.4661 2.7252 1.1241 -0.7 -0.2 0.4
H 3.3630 4.0388 1.7530 -0.2 -0.2 0.6
O 3.0746 3.1264 1.9214 0.9 0.3 -0.3
H 1.8872 0.4146 2.1699 0.6 0.7 0.5
H 3.4265 0.1744 2.5107 -1.1 -0.2 -0.5
O 2.7100 0.0117 1.8534 1.0 -0.3 0.1
H 2.9379 -4.3812 -2.0104 0.5 1.1 -0.2
H 4.2460 -4.8547 -2.8617 0.1 1.0 -0.1
O 3.5081 -5.0755 -2.3094 -0.5 -2.2 0.3
H -2.2593 -0.4402 5.8608 -1.8 -0.3 0.3
O -3.1382 -0.5837 5.4209 1.7 -0.7 -1.4
H -2.9612 -1.4348 -4.0424 0.7 -0.7 0.1
H -3.6114 -1.9508 -2.6387 0.4 0.2 -0.7
O -3.5712 -1.2618 -3.3248 -1.0 0.7 1.1
H -2.2889 -0.6106 3.5101 1.0 0.2 0.8
H -2.1726 -0.8420 2.1470 0.8 0.1 -0.4
O -1.5444 -0.6495 2.8645 -2.1 -0.2 0.0
H -3.6742 -2.5523 0.6122 0.1 0.5 0.0
H -3.0973 -1.0544 0.3324 -0.9 -1.5 -0.8
O -3.5569 -1.8628 -0.0571 0.5 1.5 0.0
H 1.4822 -3.4388 -4.3108 0.3 -0.1 0.0
H 1.6432 -1.8962 -4.5600 0.0 -0.8 0.2
O 1.0519 -2.5906 -4.2098 -0.3 0.9 -0.6
H 0.1657 4.9527 -0.7911 1.0 -0.1 0.5
H 0.3309 6.2782 -0.1556 0.5 0.1 -0.1
O 0.8770 5.5928 -0.5714 -0.8 0.4 -0.1
H 0.7989 0.5343 0.7541 0.2 -0.3 -0.1
H 1.2405 1.1432 -0.6116 0.0 -0.2 -0.1
O 0.6473 1.2407 0.1386 -0.6 0.8 -0.3
H -1.1186 -0.7475 -2.2362 0.1 0.3 0.2
O -0.1834 -0.5390 -2.0548 -0.8 0.0 -0.1
H 2.3066 4.3927 -0.1301 0.5 -0.4 -1.2
H 3.2650 3.9257 -1.3775 0.0 0.7 0.1
O 2.7062 3.6459 -0.6506 0.1 0.2 1.0
H -0.1926 3.8218 -4.4445 0.2 0.2 -0.2
O -0.7717 3.4809 -3.7634 -0.5 0.4 0.7
H -3.2059 0.8042 -1.1998 0.5 0.6 -0.2
H -1.6468 1.0805 -0.9521 -0.4 -0.3 -0.1
O -2.5165 0.9785 -0.5334 0.2 -0.2 0.8
H -0.8637 -2.0746 0.5364 -0.4 -0.8 0.1
H -0.2698 -2.0305 1.8688 -1.3 -1.6 -0.5
O -0.8125 -2.6812 1.3135 1.5 2.6 -0.2
H 3.6764 -3.5829 2.3779 -0.5 -1.1 -1.1
H 4.0938 -4.9600 1.9111 0.0 -0.2 -0.2
O 3.3908 -4.3218 1.7596 0.0 0.9 1.4
H -1.5257 -1.3591 -5.8193 0.3 0.0 0.5
H -0.6745 -2.1817 -4.7802 0.3 0.1 0.0
O -1.2984 -1.4443 -4.8772 -0.7 0.1 -0.6
H 0.9978 -3.6948 -1.3859 0.0 0.1 -0.5
H -0.4421 -3.3973 -1.2364 0.6 1.0 -0.8
O 0.2352 -3.4756 -1.9508 0.3 0.0 1.4
H -4.0167 -2.4478 3.1052 0.8 0.0 0.2
H -3.4220 -3.5771 2.1106 -0.6 0.7 1.2
O -4.2299 -3.1544 2.4966 0.1 -1.0 -1.1
H 4.3654 0.5119 0.1163 0.8 -1.0 0.0
H 5.7873 0.3533 -0.4859 0.2 0.1 -0.1
O 5.0935 -0.1453 -0.0497 -0.7 1.5 0.3
H -2.8249 5.2803 -1.8161 0.4 -0.5 0.3
H -1.2364 5.2477 -1.5750 -1.3 -0.3 -0.3
O -1.9821 5.6999 -1.9913 0.3 1.1 -0.4
H -1.0304 1.1325 6.1886 0.6 1.3 0.0
H 0.4289 0.6578 6.7717 0.2 1.0 0.2
O -0.4018 0.4446 6.3757 -1.1 -2.3 -0.4
H -4.6855 0.1429 2.9723 0.0 -0.2 -0.2
H -4.7466 -0.9045 1.8084 0.0 0.2 0.1
O -4.1823 -0.2492 2.2445 -0.3 0.1 0.2
H -1.1961 1.9822 -5.7541 -0.4 0.2 0.2
O -2.0630 1.9676 -6.1787 -0.5 0.1 -0.1
H 0.5297 0.8577 -3.6043 0.8 0.3 -0.3
H -0.7261 0.5630 -4.1563 -0.3 -0.1 -1.1
O 0.0489 1.0939 -4.4193 -0.1 -1.0 1.2
H 0.2294 -1.2327 -2.5750 0.6 -0.6 -0.1
H 4.1272 -2.1709 1.0120 -0.4 -0.7 0.4
H -0.4475 2.5731 -3.6386 -0.6 0.1 -1.1
H 2.8648 3.6369 -4.1365 0.9 0.4 1.1
H -3.9534 -0.5208 5.8952 0.1 0.2 1.2
H -2.6779 2.4954 -5.6337 0.8 -0.4 -0.1
O -5.9230 0.1562 -1.4495 -0.4 -0.1 0.5
H -5.4693 -0.6448 -1.1714 0.4 -0.2 -0.1
H -6.6897 0.1584 -0.8586 0.1 0.2 -0.3
O 2.9675 -1.5088 6.0142 0.8 0.3 0.2
H 2.6156 -0.6058 5.9592 -0.3 -1.0 -0.2
H 2.2892 -2.1780 5.8615 -0.4 0.7 -0.1
O 1.4086 2.4384 -2.4409 -1.0 1.5 1.4
H 1.5532 3.1314 -1.7112 1.0 -1.5 -0.8
H 0.4536 2.6476 -2.4686 0.5 -0.4 -0.4
O 0.3297 -4.6903 2.7786 0.9 -0.7 -0.1
H 0.5812 -3.7838 2.6269 -0.2 0.4 -0.2
H 1.1526 -5.1156 2.4670 -0.4 -0.1 0.3
O 0.2279 -1.8710 4.7593 0.2 -0.7 0.9
H 0.5174 -2.2106 3.9190 0.0 0.1 -0.3
H 0.0044 -0.9435 4.6999 0.0 0.4 -0.1
O 0.3898 1.0221 2.9742 2.2 0.4 0.2
H -0.2626 1.7175 2.9397 -0.6 -0.3 -0.3
H 0.0575 0.1452 2.8099 -1.5 0.1 0.2
O -2.6633 1.9051 4.5333 0.7 -0.2 0.0
H -3.2400 2.6016 4.8341 -0.3 0.4 -0.4
H -2.7180 1.7876 3.5763 -0.3 0.3 0.2

Entry 3:
14
Properties=species:S:1:pos:R:3:forces:R:3 method="wB97M-V/def2-TZVPD" e_above_lowest_kj_mol=285.0 e_lumo_ev="1.02 / -1.49" s2=2.007 total_energy_ev=-13576.5024 e_homo_ev="-5.4 / -9.4" multiplicity=3
C -0.9105 -0.0260 -0.1154 -5.7 -3.1 -0.6
C 0.4087 0.3506 0.0738 6.9 1.4 -0.1
C -1.5825 -1.4179 -0.0785 1.5 -0.8 -4.6
C 0.6897 1.7940 -0.1142 -0.3 1.0 1.0
P 1.8855 -0.8132 0.1968 -2.8 -0.9 -0.7
H -1.5073 0.4995 -0.8463 0.5 0.7 -0.4
H 2.9645 -0.1848 0.8189 -0.3 0.9 0.5
H -2.2142 -1.4372 -1.0384 -0.1 0.5 1.7
H -2.1677 -1.8643 0.6868 -0.1 0.0 1.1
H -0.9091 -2.2413 -0.6043 -0.3 1.3 1.9
H 0.5165 2.1347 0.9286 -0.3 0.9 -0.4
H 0.0463 2.3336 -0.8206 -0.5 -0.3 0.3
H 1.6543 2.2281 -0.3821 0.5 -1.0 0.2
H 1.1257 -1.3557 1.2950 1.1 -0.4 0.0